The following is a quantum chemistry calculation of the ion C2H6N5 with charge +1 at a distorted geometry, from OMol25.

XYZ file:
```
13
Properties=species:S:1:pos:R:3:forces:R:3
N 0.06254 -1.51167 1.06696 -2.716 1.671 1.422
N 0.23867 -0.32149 0.39892 -1.229 -0.300 -2.556
N 1.27806 0.57408 0.49148 -0.523 1.244 0.523
C 0.96866 1.63579 -0.28677 0.471 -2.605 -0.012
N -0.01734 1.34432 -1.08762 -1.610 -0.295 0.208
C -0.55217 0.12590 -0.67083 4.247 2.520 2.120
N -1.66622 -0.33481 -1.09745 -4.207 -2.112 -2.643
H 0.89034 -2.04838 1.18263 0.540 -0.434 0.324
H -0.59930 -1.31680 1.90391 2.135 -0.936 -1.482
H 2.05172 0.50020 1.12240 -0.020 -0.325 0.532
H 1.58851 2.49886 -0.21681 0.164 0.607 -0.481
H -2.13658 0.12621 -1.96345 1.403 -0.864 2.284
H -2.10689 -1.27218 -0.84337 1.347 1.829 -0.241
```
Positions in Å, forces in eV/Å.

**Charge**: +1
**ΔE to the lowest compared entry with this formula, charge and spin**: 34.1 kcal/mol
**Gap between HOMO and LUMO**: 10.60 eV
**Lowest unoccupied orbital energy**: -3.37 eV

The following is a quantum chemistry calculation of the ion C2H6N5 with charge +1 at a distorted geometry, from OMol25.

XYZ file:
```
13
Properties=species:S:1:pos:R:3:forces:R:3
C 0.41707 -0.78169 -1.60018 3.273 -1.015 1.085
N 0.27956 -0.29551 -0.23041 -0.790 2.366 0.810
N -0.62654 0.50628 0.10561 -0.683 0.186 2.517
N -1.71028 0.81725 -0.54535 1.592 -0.772 -1.116
N 1.21549 -0.48729 0.74828 1.606 -1.274 -3.225
C 1.13026 0.00275 1.87217 -1.418 -0.508 1.945
N 0.95625 0.13672 3.01598 0.235 0.603 1.020
H 1.15300 -1.69181 -1.59968 -1.759 1.820 -0.291
H -0.56400 -0.90737 -1.84892 -2.602 -1.784 -1.028
H 0.68044 0.03858 -2.26016 0.991 0.151 0.106
H -1.56208 0.79926 -1.53174 -0.949 0.185 -1.018
H -2.27661 1.55347 -0.14383 0.276 -0.043 0.151
H 0.90744 0.30937 4.01823 0.225 0.085 -0.956
```
Positions in Å, forces in eV/Å.

**Charge**: +1
**ΔE to the lowest compared entry with this formula, charge and spin**: 104.4 kcal/mol
**Gap between HOMO and LUMO**: 9.07 eV
**Lowest unoccupied orbital energy**: -4.69 eV

The following is a quantum chemistry calculation of the ion C2H6N5 with charge +1 at a distorted geometry, from OMol25.

XYZ file:
```
13
Properties=species:S:1:pos:R:3:forces:R:3
C 0.01465 2.02915 0.08442 0.135 -0.044 0.794
N 0.41634 0.87093 0.44739 -0.402 0.726 -1.741
N -0.31989 -0.21967 -0.01863 -0.017 -0.792 0.911
C -1.27968 -0.25298 -0.83460 -2.074 0.554 -0.749
N -2.33564 -0.19753 -1.41379 2.193 -0.489 1.362
N 0.47605 -1.65934 0.50570 -0.726 -0.884 -2.469
N 1.68029 -1.43750 0.84446 3.168 2.863 1.166
H -0.96934 2.31162 -0.31078 0.345 -0.462 -0.361
H 0.70963 2.82992 0.28767 -0.066 0.174 0.353
H -2.71622 -0.36382 -2.33714 0.292 0.125 -0.047
H -0.04409 -1.95439 1.27924 -1.604 0.416 1.544
H 2.37522 -1.40419 0.13577 0.163 -0.985 -1.662
H 1.99268 -0.55218 1.33027 -1.406 -1.202 0.899
```
Positions in Å, forces in eV/Å.

**Charge**: +1
**ΔE to the lowest compared entry with this formula, charge and spin**: 125.7 kcal/mol
**Gap between HOMO and LUMO**: 9.96 eV
**Lowest unoccupied orbital energy**: -4.84 eV

The following is a quantum chemistry calculation of the ion C2H6N5O3 with charge +1 at a distorted geometry, from OMol25.

XYZ file:
```
16
Properties=species:S:1:pos:R:3:forces:R:3
N -2.38043 0.79800 -0.55762 -0.979 0.989 0.129
C -1.21317 0.15052 -0.51867 -0.382 0.764 -0.557
N -1.18425 -0.97354 -1.23580 1.943 -0.645 0.758
N -0.11766 0.66319 0.09450 3.371 -1.333 -0.990
C 1.40255 0.15732 0.07257 -1.689 -1.098 0.482
N 2.17624 1.27265 0.75469 -0.297 1.546 0.425
O 3.34391 1.15496 0.89664 -0.963 -0.760 -0.659
N 1.46941 -0.97311 1.22722 -1.459 -0.870 0.604
O 2.49440 -1.57352 1.39970 -0.157 0.806 -0.730
O 0.43537 -1.12167 1.88998 1.377 0.492 -1.257
H -3.21050 0.45681 -1.15071 2.013 0.771 1.541
H -2.46045 1.69983 -0.05195 -0.198 -0.986 -0.782
H -2.00066 -1.41028 -1.56349 -1.526 0.107 -0.485
H -0.60656 -1.71344 -0.89314 0.935 -0.180 0.087
H -0.05453 1.56380 0.54222 -0.827 0.300 0.123
H 1.90633 -0.15153 -0.90614 -1.162 0.098 1.311
```
Positions in Å, forces in eV/Å.

**Charge**: +1
**ΔE to the lowest compared entry with this formula, charge and spin**: 0.5 kcal/mol
**Gap between HOMO and LUMO (spin up / spin down)**: 8.91 / 8.91 eV
**Lowest unoccupied orbital energy (spin up / spin down)**: -5.12 / -5.12 eV

The following is a quantum chemistry calculation of the ion C2H6N5S with charge +1 at a distorted geometry, from OMol25.

XYZ file:
```
14
Properties=species:S:1:pos:R:3:forces:R:3
C 0.72635 -1.37053 2.16041 -0.551 -1.515 1.332
C -0.90765 0.89970 -0.04362 -0.035 -1.621 0.466
N -2.07682 0.51742 -0.22333 -1.458 -0.523 -0.141
N 0.38143 -2.41429 2.56726 -0.878 -0.168 -0.248
N -0.41702 2.10844 0.05887 -0.850 3.170 0.149
N -0.04444 -0.25256 0.05404 1.553 -1.213 -3.274
N 0.53296 -0.43946 -1.22733 -0.166 -1.270 3.699
S 1.23103 0.11081 1.73064 0.224 -0.152 -0.231
H -2.06635 -0.51033 -0.14861 -0.672 0.546 -0.060
H 0.56989 2.28722 -0.04231 -0.313 0.363 0.076
H -1.14455 2.88943 0.06226 1.841 -1.366 -0.143
H 1.02788 -1.39593 -1.31282 -0.818 2.559 -0.068
H 0.88682 0.44815 -1.55748 0.631 -0.543 -0.889
H -0.25931 -3.19682 2.90284 1.492 1.733 -0.668
```
Positions in Å, forces in eV/Å.

**Charge**: +1
**ΔE to the lowest compared entry with this formula, charge and spin**: 77.3 kcal/mol
**Gap between HOMO and LUMO**: 7.96 eV
**Lowest unoccupied orbital energy**: -5.63 eV

The following is a quantum chemistry calculation of a structure of composition C2H6N6 at a distorted geometry, from OMol25.

XYZ file:
```
14
Properties=species:S:1:pos:R:3:forces:R:3
C 1.27365 1.23221 0.18939 3.426 1.891 2.541
C -0.69027 -0.27869 -0.20923 7.439 -0.740 0.026
H 0.77070 2.26540 0.31407 0.427 -2.139 0.297
H 1.51565 0.53971 1.07394 -0.693 2.006 0.271
H 2.49101 1.59486 -0.00968 -3.490 -1.273 -0.747
H 2.31839 -0.82114 -0.11007 -1.360 0.290 -2.062
H -2.61199 -1.24750 -0.10475 -1.423 2.742 0.204
H -2.95123 0.42792 0.86338 -0.662 -2.869 -4.088
N 0.57262 0.35538 -0.66488 1.729 -3.037 -1.615
N 1.40678 -0.88306 -0.71260 2.098 2.438 0.810
N 0.81590 -1.85837 -0.11947 -4.955 -0.768 2.706
N -0.43463 -1.55676 0.29921 3.013 -1.165 -1.923
N -1.61386 0.39047 -0.52551 -4.914 3.260 -1.525
N -2.86274 -0.16040 -0.28380 -0.635 -0.636 5.106
```
Positions in Å, forces in eV/Å.

**ΔE to the lowest compared entry with this formula, charge and spin**: 140.2 kcal/mol
**Gap between HOMO and LUMO**: 8.48 eV
**Lowest unoccupied orbital energy**: -0.37 eV

Look up the ΔE to the lowest compared entry with this formula, charge and spin of the first one. 34.1 kcal/mol

Among the records above, which one has the highest ΔE to the lowest compared entry with this formula, charge and spin? C2H6N6